# 1
C40H23Cl5FN3O3RuS2 | ωB97M-V/def2-TZVPD

Last column: Mulliken charge in e.
Atoms and positions in Å:
Ru -0.943 -0.540 -1.118  0.6451
C 3.996 4.800 0.219  -1.8235
C 4.629 3.679 -0.590  0.4989
C 5.897 3.173 0.075  -0.9477
C 6.540 2.080 -0.759  -1.0285
C 5.558 0.968 -0.996  1.1296
C 5.982 -0.323 -1.197  -0.7084
C 5.060 -1.345 -1.419  0.0189
F 5.525 -2.585 -1.605  -0.3435
C 3.718 -1.113 -1.446  -1.1808
C 3.261 0.198 -1.244  0.6403
C 1.833 0.457 -1.276  1.7465
O 1.062 -0.531 -1.492  -1.1290
C 1.420 1.786 -1.066  -0.4893
C 2.380 2.749 -0.839  -0.4039
N 3.688 2.530 -0.792  0.2743
C 4.173 1.237 -1.010  -0.7685
C 0.002 2.293 -1.132  0.1870
O -0.229 3.460 -0.918  -0.6905
O -0.926 1.416 -1.435  -0.7195
H 4.773 5.525 0.457  0.4348
H 3.585 4.421 1.156  0.3930
H 3.216 5.335 -0.318  0.5328
H 4.883 4.049 -1.588  0.1445
H 5.656 2.800 1.076  0.3292
H 6.577 4.015 0.195  0.3852
H 7.433 1.687 -0.275  0.4663
H 6.858 2.497 -1.720  0.3322
H 7.038 -0.561 -1.183  0.5323
H 3.009 -1.911 -1.617  0.6497
H 2.030 3.759 -0.693  0.6829
S -7.939 -0.342 -2.184  -0.1718
C -8.266 -0.185 -3.851  -0.3632
C -7.112 -0.080 -4.621  -0.4350
C -5.961 -0.123 -3.870  -0.5311
C -6.213 -0.268 -2.464  0.9225
C -5.317 -0.359 -1.417  0.5256
C -3.922 -0.327 -1.676  -0.7373
N -3.006 -0.444 -0.759  0.5828
C -3.409 -0.493 0.599  -0.5505
C -4.776 -0.576 0.959  0.5764
C -5.101 -0.656 2.362  -1.1667
C -4.145 -0.584 3.310  -1.0822
C -2.766 -0.425 2.953  0.6560
C -1.742 -0.304 3.890  -0.6738
C -0.429 -0.131 3.489  0.6752
C -0.192 -0.091 2.099  -0.8797
N -1.124 -0.230 1.191  0.5443
C -2.421 -0.390 1.581  -0.2662
C 0.691 -0.009 4.422  0.3157
C 2.032 -0.051 4.145  -0.4700
C 2.845 0.086 5.298  -0.6372
C 2.108 0.229 6.434  -0.3688
S 0.434 0.198 6.112  -0.1850
C -5.738 -0.531 -0.025  -0.8561
H -9.286 -0.176 -4.202  0.4631
H -7.131 0.024 -5.696  0.4103
H -4.969 -0.057 -4.290  0.4458
H -3.568 -0.214 -2.690  0.3610
H -6.144 -0.755 2.635  0.4291
H -4.403 -0.631 4.361  0.4555
H -1.989 -0.351 4.945  0.4839
H 0.814 0.063 1.726  0.5221
H 2.432 -0.198 3.152  0.4953
H 3.924 0.070 5.287  0.3878
H 2.462 0.350 7.445  0.4435
H -6.786 -0.582 0.233  0.4214
Cl 0.628 -2.866 0.900  -0.1210
C -0.340 -3.486 -0.400  1.4054
C -0.936 -2.608 -1.303  -1.5433
C -1.585 -3.200 -2.386  1.3607
Cl -2.141 -2.178 -3.683  -0.1863
C -1.750 -4.574 -2.522  -0.2137
Cl -2.603 -5.235 -3.858  -0.1837
C -1.204 -5.417 -1.555  0.5667
Cl -1.412 -7.112 -1.679  -0.1656
C -0.474 -4.872 -0.501  -0.2740
Cl 0.248 -5.912 0.658  -0.1777

Cartesian forces (eV/Å) of the 3 atoms listed first:
0.325 0.326 0.264
0.003 -0.007 -0.001
-0.023 -0.002 0.003

Results
2S+1   6
Expectation value of S²   8.84
LUMO level (alpha / beta)   -2.6 / -5.4 eV
Highest occupied orbital energy (alpha / beta)   -8.30 / -10.67 eV
Charge   +1


# 2
C16H13ClN2O4S3 | ωB97M-V/def2-TZVPD

Last column: natural (NBO) charge in e.
Atoms and positions in Å:
O -4.716 -1.564 -0.212  -0.5976
C -3.586 -1.336 0.138  0.6930
N -3.119 -0.105 0.461  -0.6494
H -2.136 0.001 0.689  0.4282
C -3.722 1.126 -0.010  -0.1150
C -2.927 1.634 -1.212  -0.6571
H -2.672 0.849 -1.918  0.2737
H -3.399 2.472 -1.713  0.2501
S -1.456 2.259 -0.342  2.1540
O -0.765 3.307 -1.027  -0.9131
O -0.669 1.128 0.101  -0.9747
C -2.419 2.824 1.068  -0.4786
C -3.555 2.157 1.086  -0.1223
H -4.317 2.245 1.844  0.2335
H -2.050 3.555 1.759  0.2557
H -4.769 0.913 -0.245  0.2620
C -2.519 -2.425 0.322  -0.3289
N -1.204 -1.974 -0.073  -0.4791
C -0.914 -1.659 -1.369  -0.0891
S -1.983 -1.754 -2.600  -0.0669
S 0.733 -1.100 -1.525  0.4451
C 0.999 -1.233 0.198  -0.2918
C 2.126 -0.968 0.881  -0.1070
C 3.387 -0.470 0.359  -0.1417
C 4.560 -1.123 0.750  -0.1137
C 5.791 -0.739 0.261  -0.2330
C 5.880 0.332 -0.615  -0.1869
C 4.740 1.024 -0.978  -0.2272
C 3.498 0.633 -0.497  -0.0118
Cl 2.109 1.601 -0.887  0.0430
H 4.800 1.878 -1.633  0.2312
H 6.839 0.639 -1.002  0.2206
H 6.681 -1.270 0.563  0.2194
H 4.483 -1.960 1.428  0.2101
H 2.101 -1.215 1.937  0.2416
C -0.209 -1.743 0.862  0.6692
O -0.351 -1.944 2.046  -0.5623
H -2.816 -3.292 -0.274  0.2513
H -2.455 -2.703 1.379  0.2652

Cartesian forces (eV/Å) of the 3 atoms listed first:
-0.401 -0.174 -0.146
0.436 -0.075 0.176
0.023 0.111 0.312

Results
SMILES string   O=C(CN1C(=O)/C(=C/c2ccccc2Cl)SC1=S)N[C@H]1C=CS(=O)(=O)C1
LUMO level   -0.8 eV
ΔE to the lowest compared entry with this formula, charge and spin   0.0129 eV
Highest occupied orbital energy   -8.68 eV